Formula: C17H20AgCl2O2Sb
Source: the OMol25 dataset
Level of theory: ωB97M-V/def2-TZVPD

The calculation puts the HOMO-LUMO gap at 7.42 eV. As for the HOMO energy: -7.3 eV. As for the total charge: 0.

```
43
Properties=species:S:1:pos:R:3:forces:R:3
Ag 11.1164 10.3137 4.6089 -0.640 0.012 0.117
C 8.5998 16.6445 7.7760 0.582 1.597 0.222
C 8.6267 15.3628 7.0884 -0.725 -2.910 -0.844
C 7.4276 14.6353 7.0228 1.794 -1.314 -2.098
C 7.3328 13.5073 6.1620 -1.825 0.391 2.259
C 8.3672 13.1096 5.3917 1.277 -0.422 -1.288
C 9.5826 13.7791 5.4723 0.279 -0.197 0.354
C 9.7273 14.8189 6.3825 -1.088 0.464 0.064
H 7.8549 17.1959 7.1401 0.779 0.291 1.094
H 9.6160 17.1053 7.6967 -0.946 0.061 0.191
H 8.2906 16.6127 8.8499 0.110 0.010 -0.945
H 6.5762 14.9236 7.5523 -1.185 0.553 0.898
H 6.4476 12.8459 6.2615 0.555 0.963 -0.394
H 8.3121 12.2560 4.7210 -0.259 0.024 0.247
H 10.4159 13.3849 4.8685 -0.294 0.449 0.433
H 10.6714 15.2572 6.5777 0.927 0.570 -0.197
Cl 5.6770 5.3305 6.3091 -0.148 -0.556 0.131
C 6.7492 6.6543 6.0365 1.411 -0.741 -0.275
C 6.2575 7.9199 6.2496 0.885 -0.270 -0.191
C 7.0407 9.0335 5.9293 -0.565 -2.782 0.189
Cl 6.1846 10.4456 6.0254 -0.577 2.338 -0.032
C 8.3552 8.9078 5.3865 0.012 -1.430 -0.071
O 8.9314 9.8820 4.8321 0.566 0.435 0.064
C 8.9148 7.5241 5.4586 0.262 1.660 -0.295
C 10.3409 7.2736 5.3921 0.740 0.193 0.363
O 11.2792 8.0941 5.4019 -0.916 -0.633 -0.320
C 8.0841 6.4383 5.6901 -0.580 -1.134 1.011
H 5.2638 7.8835 6.6896 0.052 1.007 -0.287
H 10.6472 6.1966 5.4452 -0.387 0.415 -0.086
H 8.5086 5.4040 5.8067 -0.440 1.129 -0.468
C 14.2818 13.3730 4.3041 -0.571 -0.140 2.149
Sb 13.1213 11.7727 5.3351 -0.184 0.692 0.193
C 14.4029 10.1573 6.0528 -1.536 0.302 -0.206
C 12.6112 12.8135 7.2297 0.107 -1.665 -0.464
H 14.4043 13.0923 3.2814 0.128 -0.002 -0.602
H 15.2510 13.4034 4.8650 -0.840 0.361 -0.700
H 13.6425 14.3020 4.4391 1.023 -1.116 -0.224
H 14.6393 10.5062 7.0394 0.109 -0.459 0.737
H 15.2989 10.1353 5.4909 0.876 -0.263 -0.681
H 13.8096 9.1962 5.9813 0.763 1.232 0.277
H 13.4351 13.4467 7.5465 0.041 -0.191 0.241
H 12.3788 11.9466 7.9088 0.483 1.030 -0.354
H 11.7000 13.3854 7.1198 -0.054 0.048 -0.211
```
Positions in Å, forces in eV/Å.